Arrangement w

DFT (the ωB97M-V functional and the def2-TZVPD basis) results for a 9-piece molecular cluster, C7H26O8 overall.

Values from the calculation:
Frontier orbital gap in eV: 9.220

Each line ends with the Mulliken charge.
Geometry (Å):
C1 -0.753 0.850 -2.351  0.279
C2 -1.870 1.377 -2.814  -1.006
C3 0.474 1.474 -1.899  0.000
C4 0.450 1.934 -0.446  -0.391
C5 -0.005 3.147 -0.154  -0.163
C6 0.076 3.680 1.202  -0.362
C7 -0.847 3.295 2.094  -0.623
H1 -0.747 -0.321 -2.256  0.134
H2 -2.647 0.787 -3.137  0.359
H3 -1.934 2.476 -3.132  0.204
H4 1.419 0.783 -1.894  -0.223
H5 0.925 2.196 -2.604  0.402
H6 0.684 1.089 0.132  0.350
H7 -0.475 3.878 -0.979  0.216
H8 0.757 4.433 1.337  0.419
H9 -1.446 2.455 1.861  0.190
H10 -1.122 3.791 3.100  0.233
H11 -3.102 0.116 2.065  0.340
H12 -4.036 1.002 1.247  0.302
O1 -4.009 0.329 1.875  -0.636
H13 3.684 -0.035 -1.549  0.310
H14 3.608 1.466 -1.526  0.295
O2 3.234 0.735 -1.983  -0.613
H15 1.919 -2.227 0.128  0.344
H16 1.091 -3.013 0.981  0.231
O3 1.467 -2.171 0.954  -0.556
H17 1.056 -0.572 -3.298  0.357
H18 2.016 -1.113 -4.460  0.281
O4 1.470 -1.369 -3.765  -0.663
H19 0.842 -0.658 2.047  0.252
H20 -0.063 -0.134 3.059  0.330
O5 -0.113 -0.465 2.128  -0.529
H21 -1.426 -1.185 2.126  0.410
H22 -2.658 -2.197 2.049  0.343
O6 -2.142 -1.644 2.698  -0.807
H23 1.685 -2.635 -2.271  0.344
H24 2.497 -3.896 -1.456  0.259
O7 2.008 -3.057 -1.451  -0.633
H25 -1.006 -3.353 3.244  0.385
H26 0.492 -3.643 2.644  0.296
O8 -0.309 -4.112 3.138  -0.659

Arrangement x

DFT (the ωB97M-V functional and the def2-TZVPD basis) results for a 9-piece molecular cluster, C7H26O8 overall.

Values from the calculation:
Frontier orbital gap in eV: 8.731

Each line ends with the Mulliken charge.
Geometry (Å):
C1 -1.793 0.194 0.432  -0.113
C2 -1.937 -0.949 1.097  -1.032
C3 -1.782 0.727 -2.008  -1.516
C4 -1.172 0.173 -0.949  1.080
C5 0.159 -0.488 -0.943  1.018
C6 1.207 -0.312 -1.753  0.093
C7 2.515 -1.012 -1.556  -1.468
H1 -1.903 1.219 0.758  0.313
H2 -2.168 -1.078 2.139  0.324
H3 -1.861 -1.888 0.565  0.363
H4 -2.779 1.064 -1.987  0.268
H5 -1.348 0.890 -2.976  0.270
H6 0.249 -1.086 -0.045  -1.180
H7 1.184 0.497 -2.486  0.628
H8 2.681 -1.744 -2.377  0.335
H9 3.297 -0.275 -1.736  0.346
H10 2.615 -1.544 -0.596  0.275
H11 -4.178 0.532 -1.676  0.357
H12 -4.526 -0.452 -0.658  0.331
O1 -4.575 -0.334 -1.617  -0.629
H13 -0.407 4.181 0.089  0.290
H14 0.279 3.178 0.971  0.378
O2 0.468 3.816 0.258  -0.635
H15 -0.884 -2.667 -3.778  0.307
H16 -1.881 -2.723 -2.570  0.324
O3 -1.308 -3.242 -3.139  -0.645
H17 -0.216 1.379 2.638  0.323
H18 1.085 1.106 1.744  0.266
O4 0.232 1.562 1.808  -0.554
H19 1.863 3.248 -1.010  0.303
H20 1.081 2.119 -1.533  0.335
O5 2.002 2.374 -1.411  -0.628
H21 0.603 -2.388 1.241  0.281
H22 1.016 -3.455 2.211  0.254
O6 0.701 -2.544 2.188  -0.609
H23 0.982 -0.082 4.713  0.320
H24 0.816 -0.843 3.392  0.252
O7 0.318 -0.431 4.106  -0.582
H25 3.326 0.853 1.550  0.259
H26 3.339 -0.052 2.700  0.269
O8 2.701 0.477 2.200  -0.573

Stability summary: most stable arrangement x, least stable arrangement w.

Arrangement w

DFT (the ωB97M-V functional and the def2-TZVPD basis) results for a 2-piece molecular cluster, C3H11N2S overall.

Values from the calculation:
Frontier orbital gap in eV: 9.128
Net charge: +1

Each line ends with the Mulliken charge.
Geometry (Å):
C1 -1.830 1.302 -0.040  -0.772
C2 -1.793 -0.198 -0.613  -0.528
S1 -1.294 -1.351 0.780  -0.358
H1 -0.818 1.745 0.118  0.204
H2 -2.330 1.280 0.954  0.306
H3 -2.459 1.881 -0.780  0.312
H4 -2.715 -0.479 -1.164  0.426
H5 -0.894 -0.160 -1.257  0.216
H6 -2.336 -2.235 0.703  0.237
N1 1.302 0.182 0.502  -0.258
C3 2.247 0.126 -0.481  0.273
N2 2.988 1.148 -0.885  -0.357
H7 1.244 1.127 0.900  0.256
H8 0.357 -0.498 0.611  0.144
H9 2.490 -0.898 -0.804  0.351
H10 3.629 1.043 -1.700  0.287
H11 2.768 2.128 -0.584  0.261

Arrangement x

DFT (the ωB97M-V functional and the def2-TZVPD basis) results for a 2-piece molecular cluster, C3H11N2S overall.

Values from the calculation:
Frontier orbital gap in eV: 9.154
Net charge: +1

Each line ends with the Mulliken charge.
Geometry (Å):
C1 -2.381 0.614 0.785  -0.808
S1 -0.682 0.165 1.251  -0.119
C2 -0.740 -1.637 1.055  -0.732
H1 -2.860 -0.152 0.186  0.305
H2 -2.960 0.801 1.682  0.304
H3 -2.364 1.477 0.124  0.339
H4 0.133 -2.002 0.520  0.295
H5 -1.581 -1.890 0.416  0.289
H6 -0.803 -2.163 2.001  0.312
N1 0.698 0.886 -1.359  -0.189
C3 2.012 0.889 -1.227  0.199
N2 2.675 0.128 -0.393  -0.246
H7 0.060 0.830 -0.494  0.036
H8 0.413 1.354 -2.209  0.258
H9 2.559 1.274 -2.082  0.333
H10 3.652 -0.097 -0.495  0.263
H11 2.169 -0.479 0.237  0.162

Arrangement y

DFT (the ωB97M-V functional and the def2-TZVPD basis) results for a 2-piece molecular cluster, C3H11N2S overall.

Values from the calculation:
Frontier orbital gap in eV: 9.323
Net charge: +1

Each line ends with the Mulliken charge.
Geometry (Å):
C1 1.958 -0.646 -0.964  -0.952
C2 0.306 -0.765 0.814  -0.826
C3 -1.639 0.417 0.483  -0.044
N1 -0.977 1.508 -0.100  -0.626
N2 1.238 0.068 0.109  -0.019
S1 -2.642 -0.528 -0.604  -0.158
H1 2.451 -1.523 -0.544  0.393
H2 1.250 -0.979 -1.721  0.372
H3 2.706 -0.006 -1.424  0.358
H4 0.408 -0.802 1.883  0.315
H5 0.065 -1.697 0.333  0.320
H6 -1.950 0.507 1.508  0.400
H7 -1.268 1.719 -1.049  0.247
H8 -0.951 2.345 0.470  0.237
H9 1.918 0.471 0.760  0.387
H10 0.625 0.883 -0.262  0.412
H11 -3.499 -0.971 0.308  0.184

Stability summary: most stable arrangement x, least stable arrangement y.

Arrangement w

DFT (the ωB97M-V functional and the def2-TZVPD basis) results for a 2-piece molecular cluster, C3H11N2S overall.

Values from the calculation:
Frontier orbital gap in eV: 8.711
Net charge: +1

Each line ends with the Mulliken charge.
Geometry (Å):
C1 2.483 -0.735 -2.102  -0.948
C2 1.457 -0.911 -1.006  -0.423
S1 -0.186 -0.184 -1.398  -0.300
H1 2.791 0.300 -2.154  0.295
H2 2.120 -1.060 -3.071  0.308
H3 3.356 -1.342 -1.870  0.310
H4 1.282 -1.936 -0.688  0.363
H5 1.767 -0.408 -0.084  0.282
H6 -0.294 -0.841 -2.559  0.123
N1 -0.776 1.493 1.343  -0.306
C3 -1.545 0.544 1.824  0.313
N2 -1.441 0.020 3.019  -0.321
H7 -0.318 2.143 1.966  0.251
H8 -0.781 1.661 0.344  0.225
H9 -2.281 0.098 1.164  0.335
H10 -1.985 -0.809 3.201  0.257
H11 -0.889 0.409 3.769  0.236

Arrangement x

DFT (the ωB97M-V functional and the def2-TZVPD basis) results for a 2-piece molecular cluster, C3H11N2S overall.

Values from the calculation:
Frontier orbital gap in eV: 8.254
Net charge: +1

Each line ends with the Mulliken charge.
Geometry (Å):
N1 -2.262 2.338 0.582  -0.303
C1 -1.550 1.300 0.194  0.368
N2 -2.060 0.189 -0.268  -0.215
H1 -3.191 2.477 0.303  0.244
H2 -1.787 3.178 0.891  0.266
H3 -0.474 1.320 0.377  0.260
H4 -1.413 -0.510 -0.426  0.177
H5 -3.038 0.097 -0.514  0.235
C2 0.755 -1.395 -0.587  -0.985
C3 2.280 -1.205 -0.274  -0.452
S1 2.463 0.001 1.122  -0.289
H6 0.355 -0.655 -1.328  0.245
H7 0.167 -1.259 0.328  0.241
H8 0.561 -2.437 -0.885  0.343
H9 2.688 -2.167 0.064  0.355
H10 2.842 -0.799 -1.120  0.353
H11 3.663 -0.474 1.542  0.158

Stability summary: most stable arrangement w, least stable arrangement x.

Arrangement w

DFT (the ωB97M-V functional and the def2-TZVPD basis) results for one molecule with the formula C4H2Cl2.

Values from the calculation:
Frontier orbital gap in eV: 9.412

Each line ends with the Mulliken charge.
Geometry (Å):
C1 -0.285 -0.862 -0.921  0.393
C2 -0.852 -0.011 -0.132  -0.345
C3 -0.017 0.850 0.657  -0.178
C4 0.970 1.362 1.351  -0.081
H1 -2.072 -0.124 -0.119  0.218
H2 1.973 1.684 2.046  0.306
Cl1 -1.109 -1.804 -2.252  -0.161
Cl2 1.392 -1.095 -0.629  -0.152

Arrangement x

DFT (the ωB97M-V functional and the def2-TZVPD basis) results for one molecule with the formula C4H2Cl2.

Values from the calculation:
Frontier orbital gap in eV: 8.606

Each line ends with the Mulliken charge.
Geometry (Å):
C1 -0.462 -2.311 1.086  -0.277
C2 -0.500 -1.489 0.144  -0.081
C3 0.039 -0.477 -0.494  -0.164
C4 -0.062 0.855 0.095  0.175
Cl1 -0.687 2.064 -0.987  -0.111
Cl2 1.662 1.302 0.565  -0.156
H1 0.451 -0.689 -1.573  0.278
H2 -0.443 0.744 1.164  0.336

Stability summary: most stable arrangement w, least stable arrangement x.

Arrangement w

DFT (the ωB97M-V functional and the def2-TZVPD basis) results for a 2-piece molecular cluster, C6H16 overall.

Values from the calculation:
⟨S²⟩: 0.750
Frontier orbital gap (alpha / beta) in eV: 2.587 / 11.526
Net charge: -1
Spin multiplicity: 2

Each line ends with the Mulliken charge.
Geometry (Å):
C1 -1.517 -1.316 -0.039  -0.686
C2 -2.002 0.127 0.174  0.040
C3 -1.450 -2.094 1.288  -2.138
H1 -2.123 -1.872 -0.745  0.503
H2 -0.480 -1.301 -0.397  -0.234
H3 -2.988 0.261 -0.282  0.472
H4 -0.830 -1.561 2.001  0.448
H5 -2.453 -2.202 1.692  0.434
H6 -1.261 0.826 -0.170  -0.688
H7 -2.136 0.545 1.188  0.413
H8 -1.031 -3.103 1.154  0.641
C4 1.273 0.740 -0.972  2.663
C5 2.694 0.340 -0.638  -3.193
C6 0.932 2.043 -0.167  -2.392
H9 1.122 0.911 -2.031  0.524
H10 0.595 -0.058 -0.766  -1.827
H11 3.415 1.155 -0.586  0.686
H12 0.799 1.851 0.876  0.337
H13 1.584 2.925 -0.243  1.015
H14 3.103 -0.492 -1.216  0.892
H15 2.807 -0.174 0.338  0.878
H16 -0.053 2.450 -0.457  0.213

Arrangement x

DFT (the ωB97M-V functional and the def2-TZVPD basis) results for a 2-piece molecular cluster, C6H16 overall.

Values from the calculation:
⟨S²⟩: 0.750
Frontier orbital gap (alpha / beta) in eV: 2.569 / 10.996
Net charge: -1
Spin multiplicity: 2

Each line ends with the Mulliken charge.
Geometry (Å):
C1 -0.824 1.575 -0.358  -0.353
C2 -1.959 2.322 0.332  -1.628
C3 -1.439 0.486 -1.208  -1.615
H1 -0.019 1.267 0.310  -0.206
H2 -0.242 2.275 -0.973  0.379
H3 -1.596 3.230 0.830  0.734
H4 -2.830 2.467 -0.315  0.364
H5 -1.988 0.851 -2.085  0.803
H6 -2.152 -0.142 -0.649  0.148
H7 -2.349 1.675 1.140  0.409
H8 -0.713 -0.235 -1.602  0.325
C4 0.983 -1.230 0.281  0.837
C5 1.366 -1.217 1.741  -2.633
C6 1.886 -1.905 -0.783  -2.105
H9 -0.098 -1.391 0.180  0.279
H10 1.148 -0.217 -0.150  0.055
H11 2.413 -0.926 1.949  0.672
H12 1.389 -2.231 2.150  0.659
H13 2.930 -1.700 -0.543  0.432
H14 1.735 -2.995 -0.731  0.721
H15 0.636 -0.633 2.278  0.493
H16 1.660 -1.518 -1.760  0.231

Stability summary: most stable arrangement x, least stable arrangement w.

Arrangement w

DFT (the ωB97M-V functional and the def2-TZVPD basis) results for an isolated ion of composition C4H11N2S and charge +1.

Values from the calculation:
⟨S²⟩: 2.005
Frontier orbital gap (alpha / beta) in eV: 6.695 / 8.527
Net charge: +1
Spin multiplicity: 3

Each line ends with the Mulliken charge.
Geometry (Å):
C1 -0.847 -0.403 -0.263  0.655
C2 1.859 -0.631 0.727  -0.978
C3 0.903 1.713 -0.064  -1.494
C4 0.934 0.147 -0.318  0.111
N1 -1.726 0.419 0.152  -0.226
N2 -0.996 -1.633 -0.640  -0.287
S1 -3.399 0.394 0.403  0.043
H1 1.810 -0.026 1.675  0.297
H2 1.639 -1.689 0.819  0.347
H3 2.918 -0.620 0.182  0.313
H4 0.403 2.063 -1.012  0.418
H5 1.930 2.209 -0.042  0.348
H6 0.287 2.007 0.771  0.409
H7 1.301 -0.176 -1.344  0.386
H8 -1.367 1.302 0.346  0.181
H9 -0.246 -2.188 -0.879  0.248
H10 -1.962 -2.004 -0.634  0.159
H11 -3.441 -0.884 0.121  0.070

Arrangement x

DFT (the ωB97M-V functional and the def2-TZVPD basis) results for a 2-piece molecular cluster, C4H11N2S overall.

Values from the calculation:
⟨S²⟩: 2.006
Frontier orbital gap (alpha / beta) in eV: 8.677 / 4.934
Net charge: +1
Spin multiplicity: 3

Each line ends with the Mulliken charge.
Geometry (Å):
C1 2.064 0.194 -1.014  -0.693
C2 -1.496 1.315 0.763  -1.083
C3 2.306 -1.228 0.807  -0.482
C4 -1.956 0.030 0.098  0.688
N1 1.519 -0.702 -0.052  0.116
N2 -1.112 -0.820 -0.339  -0.599
S1 -3.631 -0.368 -0.159  -0.186
H1 1.773 1.174 -0.887  0.355
H2 -0.770 1.863 0.224  0.275
H3 -1.030 1.210 1.764  0.288
H4 -2.294 1.916 0.794  0.400
H5 3.290 -0.910 0.797  0.290
H6 1.873 -1.968 1.374  0.339
H7 1.662 0.063 -2.071  0.328
H8 3.061 -0.002 -0.905  0.290
H9 0.395 -0.978 -0.286  0.378
H10 -1.437 -1.624 -0.852  0.131
H11 -4.218 0.834 -0.055  0.166

Stability summary: most stable arrangement w, least stable arrangement x.

Arrangement w

DFT (the ωB97M-V functional and the def2-TZVPD basis) results for one molecule with the formula C3H2ClN3.

Values from the calculation:
Frontier orbital gap in eV: 9.781

Each line ends with the Mulliken charge.
Geometry (Å):
C1 0.644 0.105 -0.890  0.572
C2 -0.287 -0.769 -0.264  -0.228
C3 -0.864 -0.212 0.927  -0.134
H1 -0.383 -1.778 -0.618  0.349
H2 -1.520 -0.859 1.596  0.337
N1 -0.505 1.031 1.287  -0.208
N2 0.439 1.698 0.651  -0.423
N3 1.052 1.259 -0.380  -0.110
Cl1 1.424 -0.476 -2.309  -0.154

Arrangement x

DFT (the ωB97M-V functional and the def2-TZVPD basis) results for a 2-piece molecular cluster, C3H2ClN3 overall.

Values from the calculation:
Frontier orbital gap in eV: 8.877

Each line ends with the Mulliken charge.
Geometry (Å):
C1 -1.985 1.100 0.190  0.350
C2 -2.001 0.143 -0.887  0.221
C3 1.259 -1.154 -0.306  -0.061
N1 -1.949 1.876 1.044  -0.296
N2 -1.899 -0.655 -1.713  -0.270
N3 2.063 -0.249 0.160  -0.332
Cl1 0.166 -1.701 0.856  -0.129
H1 2.356 0.572 -0.467  0.296
H2 1.990 0.069 1.122  0.222

Stability summary: most stable arrangement w, least stable arrangement x.

Arrangement w

DFT (the ωB97M-V functional and the def2-TZVPD basis) results for a 2-piece molecular cluster, C6H10S overall.

Values from the calculation:
Frontier orbital gap in eV: 8.605

Each line ends with the Mulliken charge.
Geometry (Å):
C1 -0.648 -1.955 3.188  -0.569
C2 0.000 1.820 0.630  -0.795
C3 -1.267 -1.351 2.222  -0.115
C4 -0.195 0.761 -0.173  0.784
C5 0.911 -0.158 -0.454  -1.450
C6 -1.434 0.710 -0.956  -0.880
S1 -1.593 -3.201 2.277  -0.282
H1 -0.160 -1.748 4.038  0.478
H2 -0.603 2.744 0.717  0.267
H3 1.018 1.921 1.182  0.213
H4 -1.586 -0.468 1.680  0.467
H5 1.466 0.287 -1.284  0.390
H6 0.585 -1.175 -0.770  0.284
H7 1.758 -0.265 0.241  0.388
H8 -2.294 -0.003 -0.608  0.210
H9 -1.201 0.659 -2.056  0.296
H10 -1.862 1.726 -0.863  0.314

Arrangement x

DFT (the ωB97M-V functional and the def2-TZVPD basis) results for a 2-piece molecular cluster, C6H10S overall.

Values from the calculation:
Frontier orbital gap in eV: 9.270

Each line ends with the Mulliken charge.
Geometry (Å):
C1 1.193 0.923 1.863  -0.834
C2 0.991 1.118 0.624  0.345
C3 -1.413 -2.492 0.817  -0.637
C4 1.242 1.141 -1.863  -1.417
C5 -1.384 -1.530 -0.058  -0.332
C6 0.544 1.224 -0.566  0.355
S1 -1.206 1.576 -0.767  -0.259
H1 1.712 1.745 2.371  0.222
H2 -0.563 -2.964 1.277  0.251
H3 0.965 0.040 2.425  0.296
H4 -2.216 -3.118 1.062  0.265
H5 0.719 1.234 -2.708  0.477
H6 1.933 2.010 -1.997  0.352
H7 1.904 0.296 -1.991  0.286
H8 -0.494 -1.057 -0.412  0.240
H9 -2.305 -1.260 -0.563  0.230
H10 -1.623 1.115 0.484  0.161

Stability summary: most stable arrangement x, least stable arrangement w.